C3H7NOS | wB97M-V/def2-TZVPD

```
! wB97M-V def2-TZVPD RIJCOSX def2/J DEFGRID3
* xyz 0 1
H 1.86135 -1.61620 0.99725
O 0.68295 1.53299 -0.86933
C -0.40107 1.16177 -0.05384
H -0.99862 -0.54657 -1.34999
S -0.47210 -2.64358 0.97830
C 0.05910 -1.19965 0.39851
H 0.38136 1.65145 -1.73988
H -1.87964 -0.39817 0.13143
H 1.70685 0.05343 0.49659
H -1.23691 1.84569 -0.27689
H -0.11603 1.31354 0.97231
N 1.30431 -0.88302 0.59915
C -0.89156 -0.27168 -0.28363
*
```

Energy above the lowest of the compared OMol25 structures with the same formula, charge and spin: 20.7 kcal/mol
Largest force on an atom: 0.0512 hartree/bohr
E_HOMO: -8.1 eV
Energy: -17597.032 eV
HOMO-LUMO gap: 8.72 eV
SMILES: NC(=S)CCO